# 1
A structure of composition C32H39CoN4O5P2, computed with ωB97M-V/def2-TZVPD.

```
83
Properties=species:S:1:pos:R:3:forces:R:3:lowdin_spin:R:1
Co -0.368 -0.211 -0.435 0.08 0.08 0.01 0.9588
P -0.166 -2.452 -0.625 -0.02 0.02 -0.01 -0.0111
P 2.894 -1.735 0.555 0.01 0.01 0.01 0.0010
O -0.364 0.528 -8.534 -0.02 0.00 0.01 0.0000
O -0.094 1.764 -0.564 -0.02 -0.02 0.01 0.0072
O -0.877 -0.180 -2.281 0.00 0.00 0.08 -0.0176
O 1.308 -0.015 -2.534 0.07 -0.01 -0.01 0.0188
O 1.758 0.611 -7.653 0.01 0.01 0.02 0.0000
N 0.376 3.866 0.107 -0.01 -0.02 -0.02 -0.0001
N -2.368 -0.317 0.202 -0.08 -0.01 0.01 0.0369
N -0.118 -0.253 1.558 -0.03 -0.02 0.01 -0.0073
N 2.672 -0.018 0.389 0.02 0.01 -0.02 0.0087
C 1.130 -0.237 3.589 -0.01 0.00 -0.02 -0.0002
C 1.023 -0.015 2.220 0.00 -0.03 0.02 -0.0012
C -1.324 0.075 -5.024 0.00 0.01 0.00 -0.0002
C -4.693 -0.669 -0.126 -0.01 0.00 -0.01 0.0016
C 0.171 -0.023 -3.015 -0.04 -0.02 -0.05 0.0015
C 4.665 1.457 -0.186 -0.01 -0.01 0.00 0.0001
C -1.489 -3.152 -1.655 0.01 -0.01 0.00 -0.0030
C -0.306 -3.448 0.895 -0.01 0.00 0.01 -0.0026
C 2.468 1.872 1.957 -0.02 -0.06 -0.01 -0.0001
C 3.356 0.785 -0.621 0.00 0.01 0.01 0.0003
C 1.100 4.194 -1.112 0.00 0.00 -0.01 0.0000
C 2.149 0.643 1.489 -0.02 0.01 0.02 0.0009
C 2.665 -2.378 -1.160 -0.04 0.02 0.00 0.0004
C -3.703 -1.086 2.013 0.01 0.02 -0.02 0.0012
C -1.217 -0.611 2.257 0.01 0.00 0.04 -0.0009
C -4.821 -1.073 1.193 0.02 -0.01 0.01 -0.0011
C -3.439 -0.305 -0.587 0.00 0.00 0.00 0.0033
C 0.853 0.401 -6.649 -0.01 -0.01 0.01 0.0000
C -0.428 0.355 -7.184 0.00 0.00 0.01 -0.0001
C -1.541 0.195 -6.399 0.02 0.01 -0.01 0.0000
C 0.027 -0.673 4.293 -0.01 0.00 0.01 -0.0011
C 0.355 4.864 1.158 -0.02 0.01 0.00 0.0001
C -0.046 0.121 -4.485 0.00 -0.03 0.01 -0.0005
C -2.483 -0.689 1.480 0.00 0.00 -0.02 0.0023
C 4.719 -1.896 0.647 -0.01 0.00 0.01 0.0000
C 1.023 0.444 -8.863 0.01 0.00 -0.01 0.0000
C 4.470 2.668 0.660 -0.01 0.00 0.03 -0.0001
C 1.081 0.288 -5.305 0.00 0.03 -0.04 0.0001
C 3.500 2.821 1.565 0.05 0.03 -0.03 0.0000
C -1.174 -0.835 3.623 0.01 0.01 -0.05 -0.0001
C -0.137 2.658 0.288 0.02 0.03 0.02 0.0006
C 1.337 -3.086 -1.459 0.00 -0.01 0.00 0.0028
H -0.204 -4.509 0.662 0.00 0.00 0.00 -0.0005
H -5.782 -1.375 1.585 0.00 0.00 0.00 -0.0001
H 0.719 5.129 -1.521 0.00 0.00 0.00 0.0000
H 2.781 -1.558 -1.865 0.02 0.00 -0.01 0.0000
H 2.080 -0.063 4.072 0.00 0.00 0.00 0.0000
H 2.650 1.539 -0.973 0.00 -0.01 -0.01 0.0000
H 3.552 0.144 -1.475 0.00 0.00 0.00 0.0000
H 5.294 0.734 0.339 0.01 -0.01 -0.01 0.0000
H -3.790 -1.401 3.042 0.00 0.00 0.00 0.0003
H 1.279 1.241 -9.558 0.00 -0.01 0.00 0.0000
H 1.131 -3.013 -2.530 0.00 -0.01 0.00 0.0001
H -0.190 4.483 2.020 0.01 0.00 0.00 0.0000
H 2.163 4.305 -0.888 -0.01 0.00 0.00 0.0000
H -1.287 -3.286 1.345 0.00 -0.01 0.00 0.0000
H 0.962 3.395 -1.835 0.00 0.00 0.00 0.0000
H -1.506 -2.636 -2.613 0.00 0.00 0.00 0.0000
H -1.334 -4.221 -1.809 0.00 0.00 0.00 -0.0006
H 5.168 3.486 0.523 0.00 0.00 0.00 0.0000
H 0.090 -0.863 5.357 0.00 0.00 0.00 -0.0001
H 1.234 -0.543 -9.285 0.00 0.00 0.00 0.0000
H -3.258 -0.004 -1.611 0.00 0.00 0.00 0.0006
H 0.466 -3.162 1.609 0.00 -0.01 0.00 0.0000
H -0.620 2.510 1.261 0.01 -0.01 -0.01 0.0001
H -2.164 -0.057 -4.357 0.00 0.00 0.00 -0.0001
H -2.533 0.169 -6.827 0.00 0.00 0.00 0.0000
H 3.483 -3.080 -1.334 0.01 0.00 0.00 0.0000
H -5.545 -0.643 -0.791 0.00 0.00 0.00 0.0003
H 1.374 5.110 1.461 0.00 0.00 0.00 0.0000
H 4.952 -2.957 0.745 0.00 0.00 0.00 0.0000
H 5.216 1.734 -1.088 0.00 0.00 0.00 0.0000
H 3.481 3.751 2.123 0.01 0.00 -0.01 0.0000
H 1.846 2.213 2.778 0.00 -0.01 0.00 0.0000
H -2.452 -3.002 -1.163 0.00 0.00 0.00 0.0000
H 1.396 -4.151 -1.219 0.00 0.00 -0.01 0.0003
H -2.064 -1.123 4.160 -0.01 0.00 0.00 0.0000
H -0.136 5.772 0.806 0.00 0.00 0.00 0.0000
H 5.098 -1.386 1.533 0.00 0.00 0.00 0.0000
H 2.072 0.329 -4.877 0.00 0.00 0.00 0.0001
H 5.226 -1.514 -0.241 0.00 0.00 0.00 0.0000
```
Forces are in eV/Å.

Values from the calculation:
- Energy relative to the best compared isomer or geometry (same formula, charge and spin): 0.750 eV
- LUMO (alpha / beta): -3.0 / -3.0 eV
- Total charge: +1
- Multiplicity: 2

=====

# 2
A structure of composition C32H39N5Pb, computed with ωB97M-V/def2-TZVPD.

```
77
Properties=species:S:1:pos:R:3:forces:R:3:mulliken_charge:R:1
Pb -0.861 -0.215 -0.581 0.37 0.01 1.51 1.1495
N -4.909 -0.181 2.196 1.51 -0.39 0.15 -0.0490
N -0.356 -3.050 -2.518 1.49 1.42 6.78 -0.3694
N 0.563 -3.231 2.816 -0.64 1.22 2.30 -0.4977
N -0.344 -1.553 -3.986 0.71 0.39 0.33 0.4375
N -2.811 -0.368 1.497 -1.25 0.47 0.49 0.6913
C 0.796 2.082 -0.443 -0.25 -0.33 1.02 0.6476
C -2.932 -1.009 2.737 -0.37 0.54 -1.01 -0.6978
C -1.406 -4.497 3.280 -0.18 -0.14 1.24 -0.2486
C 1.760 1.038 -0.169 -1.35 0.02 1.17 0.7344
C -0.061 -2.685 1.726 1.50 0.30 -0.80 -0.0945
C 0.580 1.460 1.775 1.06 0.27 -1.21 1.6367
C -1.650 0.436 -4.276 -0.22 -0.20 0.20 1.3926
C -1.776 -4.364 1.924 0.29 0.57 -0.83 -0.6287
C 0.208 1.497 3.212 -0.09 0.10 0.34 -1.7818
C 0.262 -2.694 -4.493 1.49 0.50 -2.34 -0.2594
C -1.038 -3.477 1.087 -1.52 -1.21 0.68 0.0295
C -4.215 -0.906 3.168 -0.37 0.12 -0.09 -0.8389
C -0.728 2.231 -5.622 -0.38 -1.08 -0.12 1.4699
C 2.833 0.611 -1.098 0.51 0.08 -0.33 -1.4522
C 0.611 0.253 -5.284 -0.44 0.44 -0.09 1.0526
C 2.488 -0.277 1.961 0.94 -0.45 0.52 -1.4919
C 1.981 -0.375 -5.225 0.42 -0.38 -0.14 -1.8109
C 0.483 -3.488 -3.430 -1.08 -2.82 -0.97 -1.0770
C -0.983 3.469 -6.379 -0.06 0.35 -0.22 -1.6015
C 1.610 0.663 1.201 0.43 1.67 -0.17 0.0210
C -0.484 -1.725 -2.582 -1.99 -1.79 -1.99 -0.7534
C -0.874 3.452 1.039 -0.26 0.09 0.06 -1.7868
C 0.450 -1.354 1.422 -3.88 -2.94 -3.42 -0.5500
C -4.006 0.144 1.216 0.75 -1.04 1.25 0.1534
C 0.733 2.877 -1.703 0.05 0.12 -0.28 -1.3400
C -4.427 0.981 0.075 0.09 0.23 -0.51 -1.0173
C 0.086 2.343 0.777 1.13 -0.40 -0.49 0.2160
C -0.218 -3.849 3.703 -0.73 -1.10 -1.21 -0.6295
C -1.749 1.722 -4.800 0.27 -0.15 -0.46 -0.9158
C -2.740 -0.096 -3.345 -0.96 -0.07 -0.41 -1.5483
C -0.496 -0.317 -4.595 0.87 1.13 0.22 -0.0303
C 0.435 1.500 -5.909 -0.72 -0.22 0.30 -1.1963
H 2.247 -0.669 -4.189 -0.30 0.17 -0.49 0.2652
H -2.703 2.277 -4.685 0.84 -0.19 0.13 0.2482
H -0.879 1.597 3.347 0.11 -0.06 0.06 0.2701
H 2.002 -1.289 2.125 1.04 1.36 0.19 0.0147
H -2.657 -1.179 -3.154 0.11 0.66 -0.06 0.4012
H 1.008 -4.416 -3.109 -0.38 0.44 -1.50 0.3513
H 2.046 -1.290 -5.824 0.04 0.12 0.12 0.4294
H -3.756 0.059 -3.768 0.42 0.17 -0.18 0.5893
H -1.887 3.061 1.236 0.01 0.22 0.07 0.0814
H 0.055 -3.848 4.771 0.37 -0.49 -0.48 0.3017
H -5.311 1.564 0.368 0.13 -0.02 -0.14 0.4824
H 0.814 2.232 -2.592 -0.01 0.17 0.08 -0.1005
H -2.767 0.430 -2.357 0.41 -0.39 -0.82 -0.3720
H -1.945 -5.164 4.018 0.32 1.02 -0.97 0.2394
H -4.702 -1.280 4.053 0.00 0.02 -0.02 0.4395
H -0.211 3.437 -1.807 0.23 -0.15 0.07 0.2976
H -0.950 4.172 0.208 0.04 -0.25 0.13 0.4208
H 2.773 0.304 -5.588 -0.49 -0.04 0.14 0.3455
H 0.543 0.608 3.765 -0.13 0.11 -0.28 0.4312
H 3.418 -0.470 1.429 0.47 0.18 -0.07 0.3724
H 3.321 -0.328 -0.800 -0.21 0.17 -0.03 0.4389
H -3.611 1.666 -0.203 -0.30 -0.31 -0.03 0.0023
H -1.575 3.217 -7.262 -0.04 0.28 -0.12 0.2911
H 0.682 2.379 3.685 -0.18 -0.14 0.11 0.3326
H -2.094 -1.481 3.225 0.05 -0.03 -0.21 0.4081
H -0.549 4.020 1.928 -0.25 -0.06 -0.14 0.3720
H 3.610 1.396 -1.097 0.14 -0.21 -0.26 0.3186
H -1.530 4.185 -5.770 0.01 0.24 -0.11 0.3931
H -4.692 0.355 -0.790 0.14 0.28 0.12 0.1656
H -5.857 0.092 2.193 -0.75 0.16 0.16 0.1630
H -2.704 -4.847 1.553 0.82 0.09 0.12 0.2856
H 1.132 1.879 -6.692 -0.25 -0.20 1.04 0.2228
H 2.716 0.133 2.947 0.29 0.13 0.21 0.3580
H -1.204 -3.356 0.003 -0.22 0.04 0.70 0.3167
H 0.469 -2.866 -5.548 0.15 0.47 0.32 0.6223
H -0.024 3.867 -6.691 0.02 0.48 -0.21 0.3949
H 2.488 0.496 -2.139 0.06 0.02 0.22 -0.0700
H 0.955 -1.495 0.416 0.34 0.26 0.80 0.1916
H 1.565 3.607 -1.750 -0.19 -0.05 -0.13 0.3188
```
Forces are in eV/Å.

Values from the calculation:
- Energy relative to the best compared isomer or geometry (same formula, charge and spin): 5.664 eV
- LUMO (alpha / beta): 4.4 / 4.4 eV
- Total charge: -2

=====

# 3
A structure of composition C32H40AsBrN4O2P2RuS4, computed with ωB97M-V/def2-TZVPD.

```
87
Properties=species:S:1:pos:R:3:forces:R:3:lowdin_spin:R:1
Ru 0.443 -0.127 -1.246 0.18 1.07 -0.03 1.6902
Br -2.608 -6.654 -2.821 -0.09 -0.07 -0.06 0.0120
As -1.306 -1.294 -6.149 1.33 0.21 0.27 0.2549
S 0.179 0.589 -3.476 0.09 0.90 0.33 0.1997
S -2.720 0.263 -6.024 -0.30 0.33 0.27 0.6933
S -2.251 -3.112 -5.618 -0.31 -0.43 0.19 0.7260
S 0.505 -1.038 -4.542 -0.35 -0.89 -1.36 0.1842
P 0.383 -0.708 1.093 0.50 -0.60 0.09 0.0254
P -0.450 1.968 -0.530 0.98 0.08 -0.88 -0.0162
O -1.940 0.107 -0.466 -0.39 -0.34 0.74 0.0865
O -2.417 -0.240 -2.595 -0.62 -0.19 -0.44 0.0279
N 2.851 0.104 -1.606 -0.01 -0.48 0.09 0.1934
N -0.422 0.674 3.283 0.08 0.45 -0.81 -0.0008
N 1.202 -2.095 -1.664 -0.08 0.45 0.13 0.2000
N -1.486 2.813 1.809 0.07 -0.65 0.07 0.0000
C -1.042 1.703 3.906 -0.23 0.46 -0.38 0.0001
C -2.753 -0.025 -1.438 -0.58 -0.19 0.06 0.0048
C 1.947 2.831 0.442 -0.11 -0.19 -0.08 -0.0003
C 3.668 1.108 -1.880 0.36 0.10 0.01 0.0105
C -0.367 0.710 1.960 0.07 -0.46 1.59 -0.0010
C 0.799 3.396 -0.392 -0.15 -0.14 0.12 -0.0030
C 2.513 -2.243 -1.483 0.09 -0.53 -0.11 0.1989
C -1.616 2.770 3.159 0.30 -0.55 0.12 -0.0003
C 1.251 3.724 -1.819 -0.14 -0.28 0.01 0.0004
C -1.872 -3.936 -2.350 0.11 -0.21 0.00 0.0108
C -4.231 0.081 -1.066 0.25 0.06 -0.22 0.0052
C -2.272 3.809 3.836 -0.17 0.21 0.59 0.0001
C -0.390 -2.212 3.411 -0.13 0.13 -0.07 0.0003
C -0.977 -2.927 -2.085 0.28 0.17 0.05 0.0474
C 0.268 4.668 0.265 0.10 -0.13 0.05 -0.0005
C 0.851 -4.488 -2.151 0.18 0.47 0.08 0.0487
C -0.853 1.808 1.233 -0.78 1.28 0.04 -0.0024
C 2.025 -0.764 1.929 -0.21 0.15 -0.12 0.0153
C -2.343 3.796 5.211 -0.20 0.39 -0.72 -0.0002
C -1.774 2.754 5.945 0.42 -0.74 0.12 0.0002
C 4.794 -1.340 -1.572 -0.05 -0.05 0.11 0.0634
C -1.853 2.915 -1.219 -0.01 -0.28 0.08 -0.0009
C 3.385 -1.153 -1.520 0.29 0.33 0.02 0.0792
C -1.942 -2.161 1.450 0.09 0.08 -0.10 0.0008
C -1.396 -5.228 -2.497 0.06 -0.17 0.06 0.0547
C -0.042 -5.504 -2.410 -0.33 -0.18 -0.03 -0.0040
C 5.616 -0.276 -1.803 -0.13 -0.05 0.02 0.0285
C 5.039 0.987 -1.995 0.11 0.17 -0.02 0.1133
C -0.479 -2.206 1.886 -0.11 0.01 -0.07 0.0015
C -1.133 1.717 5.308 -0.19 0.31 0.41 -0.0002
C 0.165 -3.494 1.366 0.10 0.30 -0.14 0.0000
C 0.401 -3.168 -1.950 -0.45 -0.58 -0.32 0.0106
H 6.687 -0.407 -1.863 0.06 -0.03 0.00 -0.0008
H -2.629 2.255 -1.596 0.04 0.11 -0.02 0.0000
H 1.295 2.823 -2.434 0.12 0.08 -0.09 0.0013
H 0.641 -2.308 3.742 0.11 -0.01 0.12 0.0001
H 2.505 -1.722 1.734 -0.02 -0.02 -0.04 0.0023
H -2.846 4.599 5.732 -0.02 0.05 -0.01 0.0000
H -4.508 -0.808 -0.504 -0.06 -0.10 0.10 0.0001
H -2.922 -3.719 -2.462 -0.15 0.05 0.00 0.0023
H 0.316 -6.513 -2.548 0.00 -0.08 -0.03 -0.0016
H -0.950 -3.065 3.793 -0.04 -0.18 -0.03 0.0001
H -0.494 5.141 -0.349 -0.11 0.10 -0.05 0.0000
H -0.803 -1.300 3.833 0.00 -0.28 0.11 0.0000
H 0.234 -3.492 0.284 0.02 -0.09 -0.01 0.0001
H 3.214 2.076 -2.015 -0.11 0.11 0.03 -0.0009
H 0.552 4.410 -2.291 -0.07 0.06 -0.10 0.0000
H -1.500 3.538 -2.040 0.01 0.02 0.06 0.0000
H -2.704 4.613 3.258 -0.02 0.04 -0.08 0.0000
H -2.404 -1.224 1.755 -0.16 0.04 -0.03 0.0003
H 2.230 4.203 -1.817 0.12 0.06 0.03 0.0000
H 1.902 -4.733 -2.121 0.06 0.01 0.01 0.0061
H -4.390 0.950 -0.432 -0.07 0.07 0.10 0.0001
H -4.829 0.143 -1.969 -0.14 0.01 -0.05 0.0006
H -2.501 -2.989 1.887 0.05 -0.13 0.14 0.0000
H 2.846 3.443 0.361 0.08 0.11 0.00 0.0002
H -0.448 -4.348 1.655 -0.07 -0.04 0.10 0.0000
H -1.318 -1.902 -2.021 -0.03 -0.11 -0.04 0.0036
H 2.179 1.819 0.103 0.15 0.07 0.08 0.0001
H 2.661 0.025 1.531 0.01 0.02 -0.06 0.0003
H -2.011 -2.235 0.366 -0.10 0.03 -0.01 0.0007
H 2.956 -3.233 -1.409 -0.01 0.06 -0.06 0.0144
H -0.697 0.896 5.858 0.05 -0.05 0.03 0.0000
H 1.659 2.778 1.492 0.05 0.02 0.14 0.0000
H -2.236 3.523 -0.398 -0.08 0.08 -0.18 -0.0001
H 1.887 -0.613 2.997 0.07 -0.04 0.06 0.0018
H -0.164 4.461 1.240 0.08 0.17 0.01 0.0000
H 1.089 5.375 0.391 0.12 0.14 -0.03 -0.0002
H -1.839 2.761 7.024 -0.01 -0.01 0.04 0.0000
H 5.647 1.850 -2.216 0.01 0.10 -0.03 0.0088
H 1.161 -3.634 1.785 0.11 -0.05 0.00 0.0005
H 5.187 -2.341 -1.463 0.05 -0.10 0.02 0.0016
```
Forces are in eV/Å.

Values from the calculation:
- Energy relative to the best compared isomer or geometry (same formula, charge and spin): 1.905 eV
- LUMO (alpha / beta): 1.3 / 0.0 eV
- Total charge: -1
- Multiplicity: 6